(1)
This record from the OMol25 dataset describes a molecular structure, C26H46GeN3NiOP2S. The level of theory is ωB97M-V/def2-TZVPD.

- energy above the lowest of the compared OMol25 structures with the same formula, charge and spin (kcal per mole) = 34.0
- spin multiplicity = 1
- highest occupied orbital energy (Ha) = -0.3801
- total charge = +1
- HOMO-LUMO gap (eV) = 6.45

XYZ file:
```
81
C26H46GeN3NiOP2S (ωB97M-V/def2-TZVPD)
Ni 1.15864 -1.29595 -1.81225
C -1.83493 -0.58591 -1.35087
N -0.76062 -1.06459 -2.17821
C -1.08299 -1.48275 -3.36833
C -0.06438 -2.01622 -4.16154
C -0.04295 -2.62142 -5.41930
C 1.26664 -3.03686 -5.61986
C 1.98308 -2.65943 -4.48041
N 1.19822 -2.03066 -3.59098
C -2.59184 -1.63648 -0.58084
C -1.96061 -2.79478 -0.13662
C -2.66586 -3.73358 0.60067
C -4.00720 -3.52720 0.89426
C -4.64819 -2.38748 0.43061
C -3.94265 -1.44801 -0.30734
H -2.52664 0.03341 -1.92909
H -1.38990 0.12489 -0.60310
H -2.11092 -1.43503 -3.72326
H -0.88584 -2.75665 -6.07804
H 1.66860 -3.55517 -6.47421
H 3.02941 -2.84515 -4.30164
H -0.92400 -2.97215 -0.39112
H -2.16923 -4.63362 0.93845
H -4.55646 -4.26353 1.46558
H -5.70095 -2.23662 0.62985
H -4.45344 -0.57261 -0.69143
C 4.15422 -0.65907 -3.16715
P 3.37395 -1.38646 -1.67434
C 3.85928 -3.13914 -1.60694
C 4.52245 -0.64816 -0.41396
C 4.03998 -0.23307 0.97173
P 3.09204 1.35118 0.91526
C 2.55421 1.42341 2.67210
C 4.48457 2.54835 0.96542
H 5.07251 -1.19236 -3.41898
H 4.40995 0.37677 -2.94893
H 3.48521 -0.66513 -4.01975
H 4.93337 -3.25064 -1.76126
H 3.31914 -3.71921 -2.35230
H 3.58509 -3.51063 -0.61974
H 4.98240 0.21042 -0.90565
H 5.31584 -1.39430 -0.31779
H 4.91064 -0.09026 1.61898
H 3.44753 -1.01996 1.43390
H 3.38977 1.29303 3.36269
H 1.82684 0.63086 2.86337
H 2.07947 2.38458 2.88054
H 5.18779 2.32979 1.77138
H 4.08934 3.55510 1.10596
H 5.01992 2.54269 0.01532
C -0.56962 3.12832 4.99141
C -1.16243 2.60252 3.69226
C -0.97153 1.10025 3.52631
C -1.49743 0.55019 2.19544
Ge -0.83843 1.61021 0.70870
C -1.84889 3.09049 -0.06466
C -3.17212 2.80431 -0.78212
C -4.23810 2.15350 0.09530
C -4.69916 3.02849 1.25523
H -0.72808 4.20056 5.09820
H 0.50410 2.93813 5.03556
H -1.03010 2.63518 5.84862
H -0.68668 3.13217 2.84739
H -2.22783 2.84612 3.63896
H -1.47620 0.57033 4.33750
H 0.09133 0.86292 3.62576
H -2.58719 0.54750 2.15089
H -1.15599 -0.47422 2.04017
H 0.63592 1.63215 0.32130
H -1.14706 3.59602 -0.72966
H -2.02389 3.76436 0.78109
H -2.98373 2.18715 -1.66293
H -3.55619 3.75509 -1.16163
H -3.87143 1.19518 0.47778
H -5.09943 1.91207 -0.53216
H -3.87188 3.32184 1.90478
H -5.42661 2.50499 1.87508
H -5.17015 3.94184 0.88869
O 1.83367 -2.88494 1.23410
S 1.02643 -1.66850 1.23813
N 0.82822 -0.88846 -0.00636
```

Results of the Mulliken charge analysis, in e, for atoms 1 through 5: -0.50 0.48 0.01 1.02 -0.53

---

(2)
This record from the OMol25 dataset describes 2 unconnected molecules or ions with the total composition C4H13N2O2 in a non-equilibrium geometry. The level of theory is ωB97M-V/def2-TZVPD.

- energy above the lowest of the compared OMol25 structures with the same formula, charge and spin (kcal per mole) = 69.5
- spin multiplicity = 1
- highest occupied orbital energy (Ha) = -0.1030
- total charge = -1
- HOMO-LUMO gap (eV) = 6.88

XYZ file:
```
21
C4H13N2O2 (ωB97M-V/def2-TZVPD)
N -1.22964 2.73900 -1.24998
C -0.04300 1.81604 -1.51770
C -0.07488 0.48970 -0.65964
N 0.09360 0.86451 0.68010
C 0.33345 -0.36129 1.53413
C -0.81908 -1.47658 1.28496
O -0.89359 -1.94900 0.04684
H -1.02776 3.71594 -0.94062
H -1.83681 2.36253 -0.51019
H -0.20781 1.78523 -2.68091
H 0.68777 2.53456 -1.33592
H 0.78961 -0.15402 -1.01939
H -0.99314 -0.21164 -0.73717
H -0.86590 1.29881 1.06784
H 0.40705 -0.06153 2.58964
H 1.37308 -0.62534 1.24209
H -0.61304 -2.22203 2.11040
H -1.74171 -0.78714 1.68706
H 1.71277 -2.79737 -0.76851
H 2.42456 -3.57743 0.02710
O 2.52447 -3.38295 -0.85012
```

Results of the Mulliken charge analysis, in e, for atoms 1 through 5: -0.66 -0.46 -0.42 -0.46 -0.71

---

(3)
This record from the OMol25 dataset describes a molecular structure, C9H62CdNO23 in a non-equilibrium geometry. The level of theory is ωB97M-V/def2-TZVPD.

- energy above the lowest of the compared OMol25 structures with the same formula, charge and spin (kcal per mole) = 35.8
- spin multiplicity = 1
- highest occupied orbital energy (Ha) = -0.3742
- total charge = +1
- HOMO-LUMO gap (eV) = 6.06

XYZ file:
```
96
C9H62CdNO23 (ωB97M-V/def2-TZVPD)
Cd 20.27893 8.16991 14.08539
C 18.69512 8.15196 18.02325
C 19.06626 9.61229 17.80952
C 19.00633 10.31109 19.20264
C 19.46802 11.75334 19.17091
C 20.90735 11.81040 18.66101
C 21.14342 11.02580 17.32123
N 20.43965 9.77189 17.29602
O 20.68151 9.08292 16.10306
C 22.68389 10.83174 17.29839
C 20.77910 12.04043 16.21485
C 18.00692 10.22250 16.89638
H 18.46392 7.67840 17.06350
H 17.83029 8.04004 18.67459
H 19.54851 7.59840 18.42132
H 19.82429 9.76407 19.69012
H 18.13163 9.97322 19.75641
H 19.49173 12.15527 20.18859
H 18.84970 12.43863 18.58542
H 21.62757 11.65570 19.46390
H 20.98746 12.86166 18.36616
H 23.06656 10.06492 17.97320
H 23.19698 11.78424 17.38407
H 22.93956 10.38748 16.32858
H 21.48837 12.86898 16.26555
H 19.77709 12.45585 16.31980
H 20.85476 11.60443 15.21450
H 17.85779 9.72529 15.93437
H 18.17351 11.28499 16.70803
H 17.01766 10.21608 17.37011
O 15.61383 11.56318 20.24041
H 15.40908 11.04789 19.44501
H 14.87142 11.39466 20.83230
O 22.13118 11.90029 12.83629
H 22.28797 12.58764 13.52195
H 22.56454 12.23503 12.04314
O 21.90979 7.38165 17.78552
H 21.75607 7.51155 18.72631
H 21.39322 8.10032 17.34581
O 19.31078 10.02849 13.48031
H 19.59493 10.89852 13.80840
H 18.34719 10.05436 13.53827
O 18.26991 7.50525 14.36004
H 17.55858 7.99053 13.91879
H 17.89265 6.63136 14.54583
O 22.07361 9.28928 13.54186
H 22.08208 10.27801 13.54151
H 22.84725 9.02779 13.02887
O 15.93154 12.65532 15.76873
H 15.60008 13.54087 15.94379
H 16.89151 12.74947 15.81593
O 19.60324 14.82902 13.76620
H 18.84339 14.62976 14.35471
H 20.36257 14.40245 14.17724
O 23.72999 7.72260 15.57925
H 23.16205 8.42185 15.94606
H 24.14858 8.12382 14.81124
O 16.74505 13.87642 21.07222
H 16.71230 12.95393 20.74552
H 17.67356 14.12796 21.01613
O 16.54906 8.24792 21.60196
H 16.84640 7.33630 21.50709
H 17.30881 8.78065 21.34313
O 15.52869 7.04413 17.99076
H 15.66827 6.19579 18.42940
H 16.41212 7.35627 17.76130
O 20.06298 9.01248 22.09834
H 19.77094 9.74355 21.54414
H 20.20388 8.28301 21.48539
O 20.29707 15.80612 17.95329
H 19.71853 15.36605 18.58921
H 20.74358 16.48938 18.47088
O 23.98865 13.42514 19.39692
H 24.76918 13.42222 18.83046
H 23.37732 12.81229 18.97489
O 14.21652 9.40599 18.71053
H 14.81350 8.69042 18.96850
H 14.18147 9.35324 17.74978
O 25.35544 7.49107 17.96965
H 24.85839 8.00639 18.61187
H 24.84636 7.56112 17.14236
O 18.34908 14.44371 16.19047
H 17.86627 14.89492 16.90625
H 19.26259 14.41891 16.49996
O 20.91417 6.43062 15.33251
H 21.33523 6.57032 16.20561
H 21.27237 5.60221 14.98508
O 16.41617 14.76269 18.41147
H 15.50142 14.80849 18.11334
H 16.46441 13.94927 18.93034
O 23.15553 15.68622 16.78440
H 22.26001 15.45615 17.07034
H 23.72610 15.39546 17.50709
O 23.00516 14.08653 14.32300
H 23.32971 14.70786 15.00148
H 23.77937 13.91308 13.77325
```

Results of the Mulliken charge analysis, in e, for atoms 1 through 5: -0.55 -2.41 3.07 -1.54 -0.22

---

(4)
This record from the OMol25 dataset describes 4 unconnected molecules or ions with the total composition C28H51Br2F3NO6P. The level of theory is ωB97M-V/def2-TZVPD.

- spin multiplicity = 1
- highest occupied orbital energy (Ha) = -0.3406
- SMILES = CCCCCCCCCCCCCCCC1=C(CC[C@](F)(Br)C(F)(F)Br)C(=O)C(O)=C([PH2]=N)C1=O.CO.CO.CO
- total charge = 0
- HOMO-LUMO gap (eV) = 7.64

XYZ file:
```
92
C28H51Br2F3NO6P (ωB97M-V/def2-TZVPD)
C -0.60359 6.13020 -5.15965
C -1.28448 4.82921 -5.57753
C -1.90512 4.05715 -4.41134
C -2.99165 3.04068 -4.79422
C -2.54891 1.58403 -5.07736
C -1.08284 1.37708 -5.45622
C -0.75778 -0.06003 -5.86433
C -1.05820 -1.10693 -4.78883
C -0.38791 -0.81797 -3.44612
C -0.49564 -1.98226 -2.45873
C -1.88330 -2.18846 -1.83780
C -2.50148 -0.94187 -1.20478
C -1.66408 -0.34808 -0.06272
C -2.45440 -0.11677 1.22323
C -1.60728 0.46661 2.35947
C -0.95452 -0.45268 3.37428
C -0.27911 0.01920 4.43182
C 0.00146 1.48054 4.66692
C 1.47160 1.91138 4.67641
C 2.23485 1.99699 3.35863
F 3.40074 2.65326 3.63303
Br 1.30516 3.10730 2.07411
C 2.66983 0.58965 2.77069
F 3.99280 0.57514 2.62711
F 2.36896 -0.37063 3.68013
Br 1.86493 0.01580 1.12010
C 0.22102 -0.90469 5.48260
O 1.02415 -0.56365 6.31546
C -0.34495 -2.29670 5.49948
O -0.17424 -2.98504 6.65245
C -0.89058 -2.80454 4.40021
P -1.55363 -4.48190 4.39768
N -2.88636 -4.60679 5.20604
C -0.99695 -1.94508 3.19380
O -1.06135 -2.44483 2.09849
H -1.22835 6.68578 -4.45225
H 0.36077 5.95011 -4.67710
H -0.43029 6.77878 -6.02201
H -0.55585 4.19694 -6.09627
H -2.07344 5.04731 -6.30848
H -1.11204 3.55414 -3.84625
H -2.34532 4.79047 -3.72430
H -3.52816 3.42509 -5.66934
H -3.72665 3.01725 -3.98409
H -3.15743 1.19177 -5.90168
H -2.79241 0.95948 -4.21043
H -0.43502 1.66468 -4.62088
H -0.83008 2.04312 -6.28875
H -1.32229 -0.31650 -6.76926
H 0.30253 -0.12388 -6.13608
H -0.73357 -2.08993 -5.14935
H -2.14381 -1.18925 -4.64834
H -0.82935 0.08179 -3.00083
H 0.67053 -0.58259 -3.61449
H 0.24731 -1.85798 -1.66127
H -0.22316 -2.90587 -2.98441
H -2.56720 -2.58733 -2.59528
H -1.80121 -2.95819 -1.05991
H -2.67288 -0.18493 -1.97793
H -3.49488 -1.21074 -0.82440
H -1.22823 0.61020 -0.37250
H -0.83464 -1.02371 0.16511
H -2.93029 -1.05425 1.52641
H -3.26773 0.58857 1.01861
H -0.82440 1.09249 1.91696
H -2.23149 1.15024 2.94594
H -0.54346 2.07810 3.93617
H -0.39462 1.74625 5.65265
H 1.53799 2.91963 5.09208
H 2.04688 1.26014 5.33619
H -1.03505 -3.26535 7.00220
H -0.46182 -5.17035 4.94820
H -1.52085 -4.82108 3.04008
H -3.67539 -4.92657 4.65782
C 7.15983 1.21088 4.06881
O 7.29880 1.32421 2.65804
H 8.16630 1.19034 4.48151
H 6.62387 2.06425 4.49364
H 6.63808 0.29528 4.35793
H 6.41715 1.33889 2.27369
C 4.18619 -0.66753 7.45072
O 4.24680 -0.51886 6.03963
H 5.21357 -0.68437 7.80928
H 3.66338 0.16565 7.92868
H 3.69614 -1.59974 7.74178
H 3.34367 -0.50620 5.70774
C -0.47076 -5.30997 -6.16649
O -0.63077 -4.10776 -6.90434
H -0.43205 -5.02827 -5.11596
H -1.31078 -5.99491 -6.30935
H 0.45827 -5.82749 -6.41982
H -0.66951 -4.32360 -7.84061
```

Results of the Mulliken charge analysis, in e, for atoms 1 through 5: -1.34 -0.23 -0.43 -0.91 0.06

---

(5)
This record from the OMol25 dataset describes C4H8N2OS in the gas phase in a non-equilibrium geometry. The level of theory is ωB97M-V/def2-TZVPD.

- energy above the lowest of the compared OMol25 structures with the same formula, charge and spin (kcal per mole) = 74.5
- spin multiplicity = 1
- highest occupied orbital energy (Ha) = -0.3135
- SMILES = C[C@@H](N)C1=NOCS1
- total charge = 0
- HOMO-LUMO gap (eV) = 9.12

XYZ file:
```
16
C4H8N2OS (ωB97M-V/def2-TZVPD)
C -1.91097 -1.11388 0.45453
C -1.11145 0.00815 -0.25434
N -1.74601 1.30070 -0.21845
C 0.34641 0.09870 -0.00984
N 0.95589 1.27854 0.13246
O 2.25779 1.22502 0.33326
C 2.86682 -0.05405 -0.03892
S 1.38929 -1.30663 -0.12923
H -1.98275 -1.03146 1.57722
H -2.80519 -1.28448 -0.16544
H -1.17000 -2.01217 0.30540
H -1.29604 -0.39049 -1.30847
H -1.42628 1.74550 0.72223
H -1.37746 1.94735 -0.94948
H 3.26731 -0.14152 -1.12569
H 3.74267 -0.26925 0.67477
```

Results of the Mulliken charge analysis, in e, for atoms 1 through 5: -0.96 0.27 -0.69 0.14 -0.24

---

(6)
This record from the OMol25 dataset describes 3 unconnected molecules or ions with the total composition C24H45Cl2IN2O9P2 in a non-equilibrium geometry. The level of theory is ωB97M-V/def2-TZVPD.

- spin multiplicity = 1
- highest occupied orbital energy (Ha) = -0.3508
- SMILES = C/C(Cl)=C(\Cl)[C@@](I)(C#N)[C@@](O)(C#N)CCC(C)C.CCOP(=O)(OCC)OCC.CCOP(=O)(OCC)OCC
- total charge = 0
- HOMO-LUMO gap (eV) = 8.74

XYZ file:
```
85
C24H45Cl2IN2O9P2 (ωB97M-V/def2-TZVPD)
C -4.66968 -7.83955 -0.70549
C -3.19534 -7.50090 -0.64505
Cl -2.15097 -8.84883 -0.34851
C -2.74009 -6.25525 -0.80814
Cl -3.96423 -5.05330 -1.14717
C -1.26914 -5.88304 -0.70829
I -0.58625 -6.27234 1.33464
C -0.45777 -6.63193 -1.68133
N 0.04805 -7.30445 -2.47180
C -0.95936 -4.35940 -0.98101
O -1.49272 -3.95542 -2.21722
C -1.56351 -3.58267 0.15253
N -2.10874 -2.93569 0.93970
C 0.58790 -4.13804 -1.09433
C 1.06692 -2.70562 -0.79180
C 1.86701 -2.51706 0.50536
C 2.98743 -3.55445 0.71520
C 1.02270 -2.44504 1.78131
H -5.11442 -7.42689 0.20345
H -4.79096 -8.91860 -0.63524
H -5.13304 -7.44390 -1.60298
H -1.85209 -3.06734 -2.13532
H 0.78246 -4.30974 -2.15341
H 1.15697 -4.89862 -0.56007
H 1.74634 -2.42980 -1.60252
H 0.26674 -1.95887 -0.83790
H 2.36065 -1.54059 0.41981
H 2.55080 -4.40395 1.25571
H 3.37982 -3.94213 -0.22668
H 3.76525 -3.16155 1.36834
H 0.47942 -3.38198 1.93461
H 0.24722 -1.68448 1.65795
H 1.60915 -2.26431 2.68286
C 3.97356 3.36470 -1.34311
C 2.55145 2.88054 -1.13178
O 1.74734 3.07125 -2.29398
P 1.48288 1.85791 -3.37923
O 1.36531 0.65661 -2.50052
O -0.09101 2.10019 -3.73346
C -1.01003 1.04868 -3.43995
C -1.55078 1.14298 -2.03488
O 1.86490 2.75416 -4.68464
C 3.14669 3.35874 -4.83518
C 4.25258 2.34122 -5.02902
H 4.46656 2.79411 -2.13411
H 4.55702 3.25233 -0.42865
H 3.98877 4.41616 -1.63428
H 2.55963 1.83890 -0.80920
H 2.08752 3.46035 -0.33126
H -0.54432 0.07633 -3.59558
H -1.82168 1.13167 -4.16586
H -0.73531 1.19566 -1.31767
H -2.17117 0.27529 -1.79928
H -2.14852 2.04663 -1.90120
H 3.35197 4.02819 -3.99963
H 3.08126 3.99078 -5.72190
H 4.27647 1.62283 -4.20296
H 5.22229 2.83643 -5.08126
H 4.09741 1.77598 -5.94833
C -3.54462 2.33376 4.54011
C -2.82233 3.66456 4.63955
O -1.44162 3.54377 4.31126
P -0.87837 3.89851 2.80546
O -1.70810 5.05410 2.36741
O 0.54217 4.61986 3.15066
C 0.78888 5.98141 2.80853
C 0.41682 6.90336 3.95205
O -0.04341 2.51224 2.62719
C -0.67914 1.23629 2.68970
C -1.61508 0.99699 1.52328
H -3.52152 1.95304 3.51648
H -4.58796 2.43972 4.83996
H -3.07605 1.58614 5.18200
H -3.32504 4.40566 4.01737
H -2.86908 4.02502 5.66912
H 0.27343 6.25645 1.88937
H 1.85958 6.06635 2.60970
H -0.61248 6.74517 4.27377
H 0.53593 7.94775 3.65953
H 1.05314 6.70870 4.81707
H -1.18150 1.10486 3.64847
H 0.12139 0.49551 2.66534
H -2.37067 1.78761 1.45593
H -2.12690 0.03931 1.63308
H -1.06481 0.99097 0.58728
```

Results of the Mulliken charge analysis, in e, for atoms 1 through 5: -1.35 0.56 -0.15 -0.01 -0.16

---

What is the total charge in the sixth record?
0